Below is a structure of composition C29H53AsCrNS3Si3, with properties calculated with ωB97M-V with the def2-TZVPD basis set.

## Properties
2S+1 = 2
ΔE to the lowest compared entry with this formula, charge and spin = 0.000 eV
HOMO-LUMO gap (spin up / spin down) = 6.83 / 7.49 eV
<S²> = 0.784
LUMO energy (spin up / spin down) = -6.67 / -6.00 eV
Net charge = +2
Strongest force on any atom = 0.0087 Eh/bohr
E_HOMO (spin up / spin down) = -13.50 / -13.49 eV

Last column: Löwdin charge in e.
Atoms and positions in Å:
1 Cr -0.333 0.415 0.200  0.27
2 C -3.472 0.999 -0.629  -0.16
3 Si -3.046 1.853 0.990  0.42
4 C -3.832 0.924 2.410  -0.18
5 C -3.893 3.512 1.060  -0.15
6 C -1.128 1.987 1.049  -0.53
7 Si -0.513 3.545 0.037  0.43
8 C 1.360 3.622 0.110  -0.18
9 C -1.216 3.518 -1.701  -0.17
10 C -1.043 5.200 0.725  -0.15
11 Si -0.334 2.116 2.778  0.49
12 C -1.099 1.110 4.150  -0.16
13 C -0.113 3.805 3.529  -0.16
14 C 1.348 1.324 2.427  -0.27
15 C 2.490 1.475 3.204  -0.02
16 C 3.635 0.750 2.916  -0.01
17 C 3.611 -0.135 1.847  -0.01
18 C 2.458 -0.239 1.097  -0.14
19 N 1.353 0.478 1.366  -0.08
20 H -4.441 0.493 -0.556  0.06
21 H -2.742 0.242 -0.934  -0.06
22 H -3.537 1.710 -1.459  0.05
23 H -4.890 0.884 2.123  0.06
24 H -3.786 1.494 3.341  0.04
25 H -3.510 -0.096 2.634  0.01
26 H -4.937 3.330 1.340  0.05
27 H -3.902 4.055 0.113  0.04
28 H -3.464 4.162 1.826  0.04
29 H 1.897 2.685 -0.038  0.00
30 H 1.664 4.011 1.087  0.04
31 H 1.724 4.342 -0.631  0.06
32 H -1.510 2.541 -2.073  -0.01
33 H -0.527 3.971 -2.422  0.04
34 H -2.121 4.135 -1.709  0.05
35 H -1.010 5.301 1.811  0.02
36 H -2.026 5.510 0.378  0.03
37 H -0.314 5.911 0.314  0.06
38 H -1.952 1.634 4.592  0.05
39 H -0.344 1.019 4.938  0.05
40 H -1.426 0.111 3.869  0.00
41 H -1.081 4.300 3.664  0.05
42 H 0.548 4.488 2.995  0.03
43 H 0.295 3.654 4.534  0.05
44 H 2.474 2.167 4.038  0.12
45 H 4.527 0.867 3.517  0.13
46 H 4.474 -0.735 1.589  0.13
47 H 2.395 -0.919 0.261  0.05
48 C 0.167 -3.683 1.384  -0.48
49 C -0.167 -2.496 2.271  -0.43
50 S -1.247 -1.219 1.583  0.90
51 C -2.711 -2.057 0.960  -0.43
52 C -2.623 -2.733 -0.408  -0.45
53 S -1.661 -1.803 -1.626  0.87
54 C -0.683 -3.143 -2.358  -0.48
55 C 0.115 -4.054 -1.421  -0.50
56 S 1.073 -3.249 -0.119  0.91
57 H -0.733 -4.233 1.117  0.07
58 H 0.783 -4.365 1.971  0.09
59 H 0.730 -1.952 2.571  0.08
60 H -0.653 -2.837 3.186  0.10
61 H -3.472 -1.278 0.943  0.05
62 H -3.017 -2.769 1.729  0.11
63 H -3.637 -2.847 -0.788  0.10
64 H -2.202 -3.731 -0.328  0.06
65 H -0.021 -2.653 -3.070  0.06
66 H -1.363 -3.758 -2.949  0.10
67 H 0.827 -4.606 -2.036  0.09
68 H -0.519 -4.812 -0.963  0.08
69 C 2.049 2.181 -2.587  -0.24
70 As 0.872 0.712 -2.130  1.17
71 C 2.185 -0.697 -2.410  -0.25
72 C -0.254 0.530 -3.746  -0.30
73 C 0.447 0.986 -4.991  -0.33
74 C 1.255 0.113 -5.715  -0.06
75 C 1.939 0.555 -6.841  -0.06
76 C 1.815 1.874 -7.254  -0.06
77 C 0.996 2.746 -6.549  -0.06
78 C 0.317 2.303 -5.423  -0.06
79 H 2.427 1.959 -3.581  0.05
80 H 2.869 2.210 -1.874  0.04
81 H 1.532 3.135 -2.597  0.02
82 H 2.525 -0.624 -3.442  0.04
83 H 1.774 -1.681 -2.220  -0.02
84 H 3.034 -0.525 -1.754  0.04
85 H -1.165 1.094 -3.572  0.07
86 H -0.536 -0.515 -3.814  0.04
87 H 1.334 -0.928 -5.416  0.11
88 H 2.557 -0.134 -7.403  0.11
89 H 2.343 2.220 -8.134  0.11
90 H 0.879 3.770 -6.880  0.11
91 H -0.333 2.985 -4.884  0.11